{
  "formula": "C24H32N6O4",
  "method": "ωB97M-V with the def2-TZVPD basis set",
  "elements": ["O", "O", "O", "O", "N", "N", "N", "N", "N", "N", "C", "C", "C", "C", "C", "C", "C", "C", "C", "C", "C", "C", "C", "C", "C", "C", "C", "C", "C", "C", "C", "C", "C", "C", "H", "H", "H", "H", "H", "H", "H", "H", "H", "H", "H", "H", "H", "H", "H", "H", "H", "H", "H", "H", "H", "H", "H", "H", "H", "H", "H", "H", "H", "H", "H", "H"],
  "positions_angstrom": [[-1.4223, -0.4197, 2.4198], [-3.7203, -0.9352, -0.2594], [-0.5708, -1.7616, -1.3055], [1.3815, 1.4311, -5.3834], [3.3899, 1.8675, 0.1755], [3.3252, 0.7938, 0.8443], [2.2516, 2.1107, -0.4584], [2.1044, 0.2800, 0.6780], [-2.3183, 1.2412, 1.1982], [-0.7151, 2.1178, -0.7124], [0.0622, -1.4630, -3.6518], [3.8310, -0.7571, 4.4725], [-2.2102, -0.0601, 1.5477], [-3.0380, -1.0894, 0.9000], [0.8934, 0.6937, -4.3497], [1.7877, 2.7541, -5.1169], [-0.6778, 2.9096, 0.4992], [-3.0498, 1.7834, 0.0783], [2.5793, -0.5265, 3.6284], [2.6399, -1.4012, 2.3694], [0.2223, 0.3278, -2.0664], [-4.2826, -2.1142, -0.5515], [0.5527, -0.6273, -4.6352], [-3.9854, -3.0446, 0.3983], [-0.8640, -3.1156, -1.5434], [1.3277, -0.8210, 4.4519], [-3.1702, -2.3845, 1.3397], [-0.1032, -1.0004, -2.3506], [1.4391, 1.1226, -0.1513], [0.0654, 0.8824, -0.6641], [1.6715, -0.9575, 1.2776], [-1.3250, 2.1781, 1.6975], [-2.0927, 1.9038, -1.1310], [0.7179, 1.1623, -3.0542], [0.9447, 3.3741, -4.7965], [3.9078, -1.8044, 4.7582], [1.3506, -1.8480, 4.8120], [-1.6797, -3.2316, -2.2645], [-3.9120, 1.1690, -0.1649], [3.6519, -1.3734, 1.9622], [-1.2138, 3.8371, 0.2823], [4.7231, -0.4824, 3.9147], [-2.3980, 2.7513, -1.7542], [-0.5880, 1.6067, 2.2652], [0.3554, 3.1722, 0.7250], [-3.4084, 2.7730, 0.3797], [2.4037, -2.4326, 2.6365], [0.4185, -0.6830, 3.8736], [0.0165, -3.6608, -1.8981], [2.5709, 2.7870, -4.3539], [2.1805, 3.1352, -6.0582], [-2.7337, -2.7872, 2.2300], [2.5682, 0.5246, 3.3226], [-2.1366, 1.0006, -1.7407], [-1.1766, -3.5189, -0.5810], [-4.8657, -2.1669, -1.4503], [0.6674, -0.8199, 1.6899], [-0.3964, 0.1039, -0.0429], [-0.1855, -2.4798, -3.9111], [0.9654, 2.1695, -2.7636], [1.6147, -1.7159, 0.4887], [-1.8033, 2.8929, 2.3757], [3.7946, -0.1567, 5.3783], [-4.3030, -4.0667, 0.4211], [1.2829, -0.1602, 5.3147], [0.6866, -0.9899, -5.6418]],
  "forces_ev_per_a": [[-0.1845, -0.2684, -0.0084], [0.0738, 0.4262, -0.1634], [0.0922, 0.3928, -0.0615], [-0.0704, -0.2559, -0.0881], [0.7618, 0.5616, -0.0492], [0.4750, -0.9070, 0.7152], [-0.9411, 0.1520, -0.4551], [-0.4377, 1.2991, -0.8891], [0.0047, -0.0181, 0.1343], [0.2493, -0.0227, 0.0390], [-0.0685, -0.1517, 0.1059], [-0.1774, 0.1918, -0.1914], [0.0867, 0.4127, 0.1077], [0.1083, -1.1827, 0.6170], [-0.0941, -0.1668, 0.1557], [0.0636, 0.1671, 0.0243], [-0.0190, 0.1124, 0.1348], [-0.1686, 0.0267, -0.4294], [0.0811, -0.2283, 0.1130], [-0.0315, 0.3533, -0.0171], [-0.2398, -0.5165, 0.0071], [-0.1500, -0.8001, 0.1483], [0.0833, 0.2590, -0.0239], [-0.1934, 0.2817, -0.4420], [-0.0331, -0.2132, -0.0010], [0.1141, 0.1694, -0.2067], [0.1486, 0.8492, -0.1128], [0.0701, 0.2716, 0.0848], [0.5281, -0.2892, 0.6754], [-0.1592, -0.1583, -0.1550], [-0.0247, -0.8724, 0.3316], [0.2958, 0.0753, 0.1579], [-0.2320, 0.1344, -0.0601], [0.0359, -0.0241, -0.3046], [0.0271, -0.0108, 0.0094], [0.0325, -0.1524, 0.0611], [-0.0013, -0.1567, 0.0791], [0.0324, -0.0049, 0.0130], [0.0518, 0.2045, 0.0461], [-0.0207, -0.1448, 0.0231], [0.0426, 0.0250, 0.0427], [0.1431, 0.0020, -0.0288], [-0.1003, -0.0928, -0.0318], [-0.0972, 0.1167, -0.0550], [-0.1160, 0.0878, 0.0530], [-0.0152, -0.0861, -0.0257], [-0.0042, -0.0659, -0.0131], [-0.1400, 0.0062, -0.0088], [-0.0194, 0.0161, -0.0154], [-0.0286, 0.0058, -0.0064], [-0.0206, 0.0277, 0.0929], [0.1373, -0.0055, 0.1887], [-0.0096, -0.0300, -0.0026], [-0.0631, 0.0233, -0.0140], [-0.0047, -0.0233, -0.1009], [-0.0534, 0.1013, -0.1289], [0.0900, 0.0239, -0.1276], [0.1463, 0.1182, -0.0720], [-0.0279, -0.1064, -0.0089], [0.0475, 0.1564, -0.0364], [-0.0408, 0.0957, 0.0806], [0.0679, -0.0266, 0.0206], [0.0412, 0.0331, 0.1355], [-0.1143, -0.1987, -0.0602], [-0.0463, 0.0457, 0.1276], [0.0169, -0.0453, -0.1299]],
  "smiles": "COc1ccc(OC)c([C@@H](c2nnnn2CCC(C)C)N2CCN(C(=O)c3ccco3)CC2)c1",
  "charge": 0
}


{
  "formula": "C24H32NO3",
  "method": "ωB97M-V with the def2-TZVPD basis set",
  "elements": ["O", "O", "O", "N", "C", "C", "C", "C", "C", "C", "C", "C", "C", "C", "C", "C", "C", "C", "C", "C", "C", "C", "C", "C", "C", "C", "C", "C", "H", "H", "H", "H", "H", "H", "H", "H", "H", "H", "H", "H", "H", "H", "H", "H", "H", "H", "H", "H", "H", "H", "H", "H", "H", "H", "H", "H", "H", "H", "H", "H"],
  "positions_angstrom": [[-0.8689, 1.8394, -1.0690], [-2.4117, -0.3037, -0.7568], [-6.7579, 0.7985, -3.0396], [0.3728, -0.2233, 0.1682], [5.0733, -2.2001, 1.1483], [-2.1593, 1.8905, -1.5817], [2.0315, -2.0728, -0.0258], [4.1353, -2.2853, 2.1710], [4.3110, -1.4973, 3.3028], [6.1488, -1.3342, 1.2448], [-2.6310, 3.0090, -2.2443], [-4.7105, 1.8905, -2.6681], [0.0458, -0.6674, 1.5436], [5.3858, -0.6306, 3.4018], [-4.2350, 0.7656, -1.9936], [0.7307, 2.2139, 0.6789], [2.9508, -3.2061, 2.0518], [0.8251, -1.3803, -0.6431], [1.7251, -2.5407, 1.3982], [-3.9024, 3.0142, -2.7907], [1.3140, 0.9208, 0.1049], [-6.0983, 1.7937, -3.2239], [1.2297, -1.3480, 2.2183], [-3.1905, -1.4815, -0.6438], [-0.7018, 2.4822, 0.1912], [6.3038, -0.5414, 2.3693], [-2.9678, 0.7518, -1.4439], [-6.6073, 2.9711, -4.0042], [2.2882, -2.9298, -0.6489], [2.8939, -1.4059, -0.0169], [-0.0100, -2.0816, -0.7075], [0.9100, -1.6854, 3.2047], [-4.9012, -0.0798, -1.9220], [-6.6429, 3.8538, -3.3692], [4.9735, -2.8318, 0.2770], [-0.8801, 3.5588, 0.0992], [2.0471, -0.6416, 2.3662], [7.1444, 0.1306, 2.4475], [0.7405, 2.2077, 1.7686], [3.2273, -4.0765, 1.4548], [5.5114, -0.0312, 4.2909], [6.8716, -1.2855, 0.4445], [-0.7895, -1.3674, 1.4718], [1.5401, 1.0842, -0.9500], [-0.2826, 0.1929, 2.1266], [-2.5836, -2.1959, -0.0896], [-4.2478, 3.8943, -3.3065], [3.6130, -1.5776, 4.1243], [-3.4274, -1.8939, -1.6267], [2.6629, -3.5572, 3.0440], [1.0524, -1.0290, -1.6511], [-4.1149, -1.2932, -0.0936], [-0.4989, 0.1276, -0.2850], [1.3859, 3.0218, 0.3543], [2.2364, 0.6704, 0.6276], [-1.4403, 2.0835, 0.9017], [-1.9877, 3.8701, -2.3393], [0.9268, -3.2903, 1.3550], [-5.9522, 3.1758, -4.8482], [-7.6075, 2.7533, -4.3688]],
  "forces_ev_per_a": [[-0.2441, 0.0732, -0.4176], [0.1465, 0.4739, -0.1499], [0.0013, -0.0010, -0.0045], [-0.5275, 0.1646, -0.2898], [0.0090, 0.0034, 0.0566], [-0.1209, -0.0858, 0.0445], [-0.3025, -0.0312, 0.1809], [-0.0039, -0.1236, 0.0399], [0.0344, -0.0235, -0.0279], [0.0508, 0.0363, -0.0721], [0.3074, -0.1956, 0.1859], [0.4096, -0.1577, 0.2452], [-0.0015, -0.1584, 0.7714], [0.0072, 0.0810, 0.0544], [0.0804, -0.1076, 0.0884], [-0.3025, -0.1337, -0.2178], [-0.1108, 0.0891, -0.0666], [0.4257, -0.5619, -0.4184], [0.2770, 0.1441, 0.0439], [-0.2617, -0.1937, -0.0004], [0.4312, 0.6259, 0.0494], [-0.0922, 0.1831, -0.1273], [-0.1449, -0.1741, -0.2580], [-0.1971, -0.2593, 0.0354], [0.0199, 0.1902, 0.4581], [0.0445, 0.0444, 0.0023], [0.1650, 0.2112, -0.0085], [-0.2884, -0.1613, -0.0521], [0.0315, 0.0291, -0.0945], [0.0363, 0.0023, -0.0626], [-0.0637, 0.1457, 0.0219], [-0.0242, 0.0804, 0.0600], [-0.0426, -0.0859, 0.0156], [0.0348, 0.1227, 0.0238], [-0.0133, -0.0827, -0.0981], [-0.0246, -0.1398, 0.0067], [-0.0069, 0.0432, 0.0613], [0.0853, 0.0568, 0.0112], [0.0307, 0.0403, 0.0168], [-0.0177, -0.0774, 0.0418], [0.0222, 0.0503, 0.0844], [0.0756, 0.0020, -0.0678], [-0.0143, 0.1152, -0.1211], [-0.0154, -0.1804, 0.0906], [-0.0668, 0.0219, -0.1525], [-0.0506, 0.0063, -0.0266], [-0.0615, 0.0942, -0.0735], [-0.0810, -0.0205, 0.0953], [0.0079, 0.0199, 0.0210], [-0.0033, -0.0890, 0.0047], [-0.1340, 0.1053, 0.0815], [0.0290, 0.0030, -0.0193], [0.2468, -0.2715, 0.1907], [0.0638, -0.0482, 0.0384], [-0.0574, -0.0836, -0.1035], [0.0519, 0.0142, -0.1081], [0.1003, 0.0868, -0.0160], [-0.0348, 0.0128, -0.0150], [0.0736, 0.0801, -0.0630], [0.0107, -0.0055, 0.0105]],
  "smiles": "COc1cc(C(C)=O)ccc1OCCC[N@H+]1CC[C@@H](Cc2ccccc2)CC1",
  "charge": 1
}


{
  "formula": "C24H33AgN6O3S",
  "method": "ωB97M-V with the def2-TZVPD basis set",
  "elements": ["Ag", "S", "O", "O", "O", "N", "N", "N", "N", "N", "N", "C", "C", "C", "C", "C", "C", "C", "C", "C", "C", "C", "C", "C", "C", "C", "C", "C", "C", "C", "C", "C", "C", "C", "C", "H", "H", "H", "H", "H", "H", "H", "H", "H", "H", "H", "H", "H", "H", "H", "H", "H", "H", "H", "H", "H", "H", "H", "H", "H", "H", "H", "H", "H", "H", "H", "H", "H"],
  "positions_angstrom": [[0.9838, 0.7769, 0.2021], [2.8989, 1.8929, 0.9325], [-0.4871, -2.8419, 1.6930], [1.5003, -3.7180, 2.2331], [-1.5713, 0.7287, 0.8368], [-1.7508, 0.1962, -1.3763], [-1.8232, -4.6982, 3.1948], [3.3335, 3.9282, -0.7413], [1.9660, 4.5388, 1.0071], [-0.4687, -0.1520, -1.2698], [1.7442, -1.5967, -1.0379], [-4.1912, 1.3319, 1.1230], [-5.4951, 1.8152, 1.2527], [-0.5162, -0.1112, -3.7227], [2.7007, -2.4648, -0.8880], [3.4397, -3.0065, -1.9708], [2.1022, -1.6024, -3.4166], [-0.1163, -6.2760, 2.4978], [4.6103, 4.7628, -0.6962], [5.1705, 4.8183, -2.1095], [-3.6675, 1.0636, -0.1528], [-0.1016, 5.8858, 0.7762], [3.0469, -2.6248, -3.2393], [-0.4017, -4.8705, 3.1217], [1.3472, -1.2181, -2.2558], [-6.2939, 1.8648, 0.1042], [-2.4748, -5.9879, 3.1554], [-5.7799, 1.5381, -1.1737], [2.7055, 3.6015, 0.4111], [0.3039, -3.7801, 2.3038], [-2.2558, 0.6104, -0.1942], [-4.4523, 1.1282, -1.2781], [1.3029, 5.5860, 0.2442], [0.1001, -0.5052, -2.4020], [-1.3789, -7.0540, 2.9654], [-6.4251, 1.4545, -2.0569], [1.8730, -1.2181, -4.3925], [-0.3580, 0.9495, -4.0229], [1.2727, 5.2745, -0.8635], [3.4634, -3.1184, -4.1179], [4.3680, 5.7414, -0.2452], [-1.6728, -7.8338, 2.2048], [0.1074, -4.7705, 4.1562], [0.0114, -6.1961, 1.4328], [1.8669, 4.4988, 2.0115], [-0.2691, -0.8332, -4.4933], [1.9760, 6.4485, 0.3613], [-1.1993, -7.4608, 3.9142], [-4.1004, 0.8472, -2.2729], [-1.6257, -0.1937, -3.6181], [4.3698, 5.1475, -2.8071], [-5.8847, 2.2357, 2.1790], [-3.5655, 1.2294, 2.0395], [5.3298, 4.3962, 0.0404], [-1.4192, -3.1132, 1.9825], [3.5273, 3.0645, -1.2526], [4.1537, -3.8097, -1.8582], [5.4204, 3.7884, -2.4061], [-7.3454, 2.1550, 0.2379], [-3.0551, -6.2146, 4.1009], [-2.2111, -4.0347, 3.8830], [0.8082, -6.7048, 2.9437], [2.8964, -2.8430, 0.0832], [-0.9038, 5.2242, 0.4033], [-0.0953, 5.8683, 1.8602], [-0.3212, 6.9021, 0.4036], [6.0509, 5.4177, -2.1999], [-3.0742, -5.8585, 2.2388]],
  "forces_ev_per_a": [[-0.9551, -0.6280, 0.0534], [0.1617, 2.2589, 0.1520], [-0.8863, -1.6869, 1.3284], [0.0844, -0.1751, -0.1093], [0.1060, 0.2091, 0.6056], [-0.8704, 0.7091, 0.0511], [0.0738, 1.0334, 0.5696], [1.4067, 0.1091, -0.8459], [0.6502, -1.0532, -0.3176], [-0.1178, -0.6367, -1.3221], [-1.0718, 0.2719, 0.3952], [-0.0672, 0.7097, 0.6862], [0.2222, -0.0037, -1.0046], [-1.3919, -0.6222, 0.1766], [1.6092, -0.7837, -1.4749], [-1.2613, -0.0888, 0.2152], [-0.5176, -0.8241, 1.7233], [-0.3705, 0.2719, 1.8109], [-1.1239, 0.7166, 0.5026], [-1.3334, -0.8441, -0.1200], [0.2025, -0.8398, 1.0635], [0.1293, 0.4339, -0.8073], [0.1117, 0.8337, -0.5328], [1.9133, 0.8302, 1.3170], [1.9128, -0.2107, -2.0927], [-0.3000, 0.1658, -0.4902], [-1.0627, -0.3217, -0.4479], [-0.4620, -0.4730, 1.0304], [-0.1452, -2.2582, 0.8831], [-0.3416, 1.0842, -0.3674], [1.6137, 0.2305, 0.0590], [-1.0388, 0.3021, -0.8971], [0.3164, 0.1798, -1.0306], [-0.6800, 1.6666, 0.9455], [-0.1985, 0.5384, -2.3478], [0.1850, 0.3701, 0.4619], [-0.2076, -0.0612, -0.1976], [0.3483, -0.7602, 0.2275], [0.2087, 0.4720, 1.7985], [0.1735, 0.2988, 0.1671], [-0.2178, -0.1031, -0.7063], [0.2266, 0.6540, 1.0762], [-0.6047, -0.3824, -1.3892], [-0.1440, -0.0694, -0.4531], [-0.5308, -0.3649, -0.1663], [0.3713, 0.2676, -0.3704], [-0.6109, 0.2610, -0.4542], [0.4083, -1.0265, 1.1706], [0.3150, 0.0689, 0.5118], [0.8529, 0.0858, 0.0777], [0.6431, 0.0513, 0.3997], [0.1058, -0.5296, -0.0198], [-0.3222, 0.0828, -1.1355], [-0.0388, -0.7460, -0.2374], [1.2171, 0.4495, -0.7515], [0.0802, 0.3142, 0.2497], [0.0208, 0.0470, 0.2891], [0.0984, 0.2762, -0.0010], [0.4719, -0.0256, -0.3104], [0.2469, 0.3300, -1.2814], [0.7585, -0.7525, -0.3736], [-0.6037, 0.3500, -0.4753], [0.1591, 0.0716, 1.0377], [0.6364, 0.0543, 0.1838], [-0.1729, 0.1868, 0.1935], [-0.1990, -0.3583, 0.4469], [0.4431, 0.4639, 0.0042], [-0.6365, -1.0811, 0.6666]],
  "charge": 0
}


| no. | lowest unoccupied orbital energy (eV) | HOMO-LUMO gap (eV) | electronic energy (eV) |
| --- | --- | --- | --- |
| 1 | 0.5 | 8.56 | -42536.049 |
| 2 | -2.1 | 9.51 | -33034.393 |
| 3 | 0.0 | 6.46 | -55338.998 |